Entry 1:
Entry from the OMol25 dataset: 2 unconnected molecules or ions with the total composition C3H4FN3O2 in a non-equilibrium geometry (ωB97M-V/def2-TZVPD).

```
13
C3H4FN3O2 ωB97M-V/def2-TZVPD
N 2.17 -1.30 0.30
C 1.03 -1.55 0.16
C -0.26 -1.79 0.35
N -0.97 -1.01 1.33
O -2.20 -1.27 1.37
O -0.38 -0.28 2.05
H 2.76 -0.63 -0.17
H -0.81 -2.62 -0.23
C -0.46 2.52 -0.92
N 0.26 1.55 -0.56
F 0.36 0.44 -1.39
H -0.60 3.39 -0.26
H -0.90 2.55 -2.04
```

For the total energy, the calculation gives -14451.089 eV. For the largest force on an atom, the calculation gives 0.079 Eh/bohr.

***

Entry 2:
Entry from the OMol25 dataset: a molecular structure, C2HO2Yb in a non-equilibrium geometry (ωB97M-V/def2-TZVPD).

```
6
C2HO2Yb ωB97M-V/def2-TZVPD
O 3.03 -0.73 -0.27
C 2.03 -0.26 -0.14
C -2.27 -0.59 0.21
O -2.58 0.52 -0.29
H -3.05 -1.38 0.14
Yb -0.37 0.76 0.38
```

For the total energy, the calculation gives -37705.788 eV. Its total charge is +1. For the largest force on an atom, the calculation gives 0.020 Eh/bohr.

***

Entry 3:
Entry from the OMol25 dataset: 2 unconnected molecules or ions with the total composition C17H37N7O4PS in a non-equilibrium geometry (ωB97M-V/def2-TZVPD).

```
67
C17H37N7O4PS ωB97M-V/def2-TZVPD
C 2.78 -3.97 2.65
C 2.97 -2.71 1.78
O 3.20 -1.57 2.69
C 2.25 -0.64 2.64
C 2.32 0.44 1.73
N 1.44 1.39 1.65
N 0.44 1.32 2.51
S -0.71 2.65 2.40
C 0.20 0.38 3.41
C -0.96 0.35 4.37
C -2.36 0.16 3.70
C -2.32 -0.41 2.26
C -3.79 -0.63 1.80
C -4.41 -1.91 2.38
N -5.88 -1.94 2.19
C 1.15 -0.67 3.49
O 1.01 -1.67 4.39
N 2.09 -1.56 5.45
O 1.59 -1.28 6.44
H 3.23 -3.81 3.63
H 1.71 -4.19 2.77
H 3.30 -4.83 2.21
H 3.91 -2.85 1.25
H 2.14 -2.54 1.09
H 3.18 0.48 1.06
H -0.14 3.64 3.13
H -0.93 1.30 4.92
H -0.80 -0.44 5.11
H -2.94 -0.54 4.30
H -2.87 1.12 3.66
H -1.85 0.30 1.57
H -1.83 -1.39 2.19
H -3.92 -0.54 0.72
H -4.36 0.20 2.25
H -3.98 -2.78 1.87
H -4.24 -1.99 3.46
H -6.35 -2.00 3.08
H -6.16 -2.78 1.69
O 2.48 -0.14 -3.46
P 1.19 0.52 -3.89
N 1.80 2.11 -4.20
C 2.30 2.95 -3.12
C 2.72 2.13 -5.33
N 0.35 0.33 -2.41
C -0.20 1.41 -1.61
C 0.77 -0.76 -1.55
N -0.37 0.94 -4.64
C -0.85 -0.14 -5.53
C -0.69 2.23 -5.23
H 2.61 3.91 -3.52
H 3.14 2.50 -2.59
H 1.51 3.18 -2.41
H 2.28 1.62 -6.19
H 3.67 1.64 -5.09
H 2.93 3.16 -5.64
H 0.56 1.85 -0.95
H -1.00 1.03 -0.97
H -0.64 2.20 -2.21
H 1.67 -0.50 -0.96
H 0.99 -1.65 -2.13
H -0.03 -1.03 -0.85
H -0.27 -0.18 -6.45
H -1.90 -0.01 -5.78
H -0.75 -1.11 -5.03
H -0.13 2.43 -6.15
H -0.53 3.05 -4.54
H -1.76 2.25 -5.49
```

For the total energy, the calculation gives -56960.603 eV. Its total charge is +1. For the largest force on an atom, the calculation gives 0.120 Eh/bohr.

***

Lowest unoccupied orbital energy / eV: 0.385, -5.104, -4.431